Record 1
Computed, not measured: a structure of composition C29H38BrCsN4O2S4Se in a non-equilibrium geometry, with ωB97M-V with the def2-TZVPD basis set.

Last column: Mulliken charge in e.
Atoms and positions in Å:
Cs 0.793 0.370 0.204  1.240
C -3.321 2.424 1.591  0.470
C -2.727 2.521 2.991  -1.094
S -0.981 2.072 3.112  0.051
C -0.214 3.709 2.952  -1.061
C -0.498 4.482 1.661  -0.707
S 0.184 3.613 0.228  0.132
C -0.981 4.131 -1.072  -1.139
C -1.167 3.110 -2.197  -0.431
S -1.863 1.526 -1.679  -0.097
C -3.594 1.978 -1.443  -0.783
C -4.314 0.991 -0.525  -1.024
S -3.539 0.708 1.085  0.143
H -2.648 2.907 0.885  -0.963
H -4.291 2.929 1.570  0.452
H -3.276 1.870 3.676  0.446
H -2.841 3.541 3.366  0.625
H 0.857 3.521 3.054  0.413
H -0.508 4.322 3.808  0.468
H -0.056 5.476 1.761  0.520
H -1.574 4.627 1.547  0.206
H -0.638 5.068 -1.517  0.556
H -1.936 4.339 -0.582  0.586
H -0.201 2.837 -2.623  -0.108
H -1.794 3.551 -2.974  0.630
H -4.118 1.988 -2.401  0.504
H -3.659 2.986 -1.032  0.356
H -4.366 0.010 -1.001  0.380
H -5.342 1.333 -0.381  0.417
O 5.144 0.908 -3.695  -0.735
C 4.384 2.000 -4.006  0.546
C 4.832 2.809 -5.044  -0.754
C 4.129 3.949 -5.386  -0.295
C 2.977 4.293 -4.693  -0.986
C 2.538 3.476 -3.664  -0.160
C 3.214 2.317 -3.306  0.327
C 2.689 1.482 -2.124  -0.129
O 1.464 1.828 -1.713  -0.828
N 2.763 0.064 -2.658  0.065
N 2.514 -0.933 -1.780  -0.662
C 2.258 -2.103 -2.209  -0.607
C 2.088 -3.251 -1.300  0.620
Br 1.637 -2.878 0.502  -0.176
C 2.261 -4.497 -1.748  -0.777
C 2.146 -5.771 -1.024  0.387
C 1.031 -6.076 -0.245  -0.288
C 0.955 -7.286 0.424  -0.612
C 1.988 -8.207 0.324  -0.412
C 3.092 -7.919 -0.463  -0.537
C 3.166 -6.713 -1.139  -0.426
H 4.605 0.354 -3.102  0.487
H 5.737 2.527 -5.566  0.420
H 4.485 4.574 -6.195  0.365
H 2.431 5.192 -4.945  0.403
H 1.660 3.720 -3.082  0.246
H 3.447 1.482 -1.311  0.173
H 2.433 -0.058 -3.614  0.335
H 2.218 -2.329 -3.279  0.329
H 2.565 -4.567 -2.789  0.378
H 0.221 -5.363 -0.174  0.526
H 0.084 -7.512 1.025  0.371
H 1.929 -9.147 0.856  0.375
H 3.898 -8.636 -0.552  0.369
H 4.028 -6.490 -1.756  0.410
C -2.110 -2.875 2.026  -0.946
N -2.510 -2.114 3.191  0.349
C -3.798 -1.741 3.497  -0.600
C -3.741 -0.998 4.623  -0.453
N -2.414 -0.921 4.985  0.285
C -1.891 -0.215 6.138  -0.975
C -1.653 -1.614 4.110  -0.166
Se 0.177 -1.843 4.234  -0.321
H -2.895 -3.589 1.786  0.313
H -1.183 -3.394 2.260  0.360
H -1.942 -2.206 1.180  0.271
H -4.633 -2.022 2.882  0.472
H -4.514 -0.518 5.192  0.463
H -2.734 0.178 6.701  0.314
H -1.243 0.595 5.807  0.313
H -1.312 -0.901 6.755  0.380

Calculated values
* total charge: 0
* gap between HOMO and LUMO: 7.3 eV
* ΔE to the lowest compared entry with this formula, charge and spin: 83.9 kJ/mol
* LUMO energy: -0.02 eV
* maximum force: 0.03845 hartree/bohr
* HOMO energy: -7.36 eV

Record 2
Computed, not measured: a cluster of 3 separate species, C4H8Br2O2 in total in a non-equilibrium geometry, with ωB97M-V with the def2-TZVPD basis set.

Last column: Mulliken charge in e.
Atoms and positions in Å:
C -2.897 0.011 1.053  -0.905
C -1.680 -0.710 0.647  0.681
O -0.699 -1.027 1.283  -0.562
Br -1.548 -1.382 -1.191  -0.173
H -3.676 -0.762 1.244  0.320
H -3.267 0.558 0.126  0.314
H -2.812 0.495 2.058  0.294
C 1.425 1.218 -1.164  -0.563
C 1.420 1.737 0.083  0.257
O 1.045 1.051 1.217  -0.467
H 1.861 1.609 -2.055  0.326
H 1.202 0.133 -1.133  -0.115
H 1.883 2.788 0.312  0.267
H 0.831 0.137 1.105  0.329
Br 3.409 -2.233 -1.691  -0.205
H 3.504 -3.624 -1.893  0.201

Calculated values
* total charge: 0
* gap between HOMO and LUMO: 9.3 eV
* ΔE to the lowest compared entry with this formula, charge and spin: 214.4 kJ/mol
* LUMO energy: 0.43 eV
* SMILES: CC(=O)Br.C=CO.Br
* maximum force: 0.06658 hartree/bohr
* HOMO energy: -8.82 eV

Record 3
Computed, not measured: a cluster of 2 separate species, C5H14N2O in total in a non-equilibrium geometry, with ωB97M-V with the def2-TZVPD basis set.

Last column: Mulliken charge in e.
Atoms and positions in Å:
C 0.647 -2.393 0.596  -0.777
C -0.287 -1.720 -0.075  -0.025
C -1.419 -1.107 0.602  -1.077
C -1.440 0.413 0.779  0.487
N -2.652 0.955 1.406  -0.643
C -1.374 1.345 -0.522  -0.584
N 0.024 1.673 -0.691  -0.413
H 0.631 -2.240 1.672  0.250
H 1.417 -2.995 0.134  0.283
H -0.439 -1.730 -1.166  0.262
H -2.387 -1.230 0.090  0.232
H -1.520 -1.471 1.620  0.424
H -0.563 0.565 1.436  0.328
H -2.940 0.715 2.339  0.189
H -3.473 1.171 0.841  0.125
H -2.170 2.075 -0.480  0.333
H -1.664 0.789 -1.445  0.269
H 0.194 2.142 -1.565  0.183
H 0.559 1.949 0.113  0.155
O 5.338 0.271 -1.605  -0.639
H 6.238 0.585 -1.755  0.318
H 5.047 0.132 -2.515  0.319

Calculated values
* total charge: 0
* gap between HOMO and LUMO: 9.5 eV
* ΔE to the lowest compared entry with this formula, charge and spin: 305.3 kJ/mol
* LUMO energy: 0.95 eV
* SMILES: C=CC[C@H](N)CN.O
* maximum force: 0.05986 hartree/bohr
* HOMO energy: -8.52 eV

Record 4
Computed, not measured: a cluster of 10 separate species, C16H52N8O16 in total in a non-equilibrium geometry, with ωB97M-V with the def2-TZVPD basis set.

Last column: Mulliken charge in e.
Atoms and positions in Å:
N -19.593 5.789 -6.734  0.142
C -18.940 5.140 -7.645  0.534
N -18.573 3.914 -7.326  -0.311
O -18.641 5.624 -8.644  -0.682
H -19.812 6.767 -6.860  0.198
H -19.965 5.302 -5.931  0.032
H -18.193 3.353 -8.076  0.212
H -18.783 3.459 -6.449  0.161
N -17.916 1.684 -2.619  -0.367
C -18.116 2.779 -3.239  0.559
N -17.459 3.795 -2.722  -0.311
O -18.805 2.984 -4.206  -0.562
H -18.200 0.768 -2.937  0.257
H -17.298 1.760 -1.824  0.128
H -17.695 4.719 -3.056  0.094
H -16.953 3.727 -1.850  0.183
N -20.948 10.025 -5.280  -0.251
C -21.129 9.380 -6.348  0.470
N -21.976 10.009 -7.065  -0.466
O -20.663 8.329 -6.562  -0.645
H -21.180 11.008 -5.304  0.252
H -20.270 9.573 -4.684  -0.036
H -22.369 10.834 -6.633  0.119
H -22.308 9.517 -7.883  0.276
N -17.990 7.417 -2.313  -0.024
C -18.171 7.681 -3.563  0.165
N -19.388 7.461 -4.027  1.204
O -17.301 8.339 -4.159  -0.484
H -17.337 8.028 -1.845  0.187
H -18.744 6.951 -1.828  -0.078
H -19.310 7.621 -5.022  -0.179
H -19.766 6.574 -3.726  -0.346
O -15.579 10.107 -0.273  -0.628
C -15.307 9.931 -1.721  0.798
C -13.772 10.092 -2.022  -0.531
O -13.023 8.900 -1.838  -0.524
H -16.503 10.049 -0.018  0.398
H -15.700 8.951 -1.992  -0.484
H -15.800 10.650 -2.375  0.125
H -13.327 10.771 -1.295  0.321
H -13.596 10.583 -2.979  0.250
H -13.430 8.110 -2.202  0.313
O -12.505 7.682 -6.635  -0.519
C -13.687 7.636 -7.433  -0.768
C -14.998 7.808 -6.637  0.343
O -15.135 6.796 -5.606  -0.624
H -11.959 6.958 -6.949  0.311
H -13.575 8.164 -8.380  0.363
H -13.780 6.599 -7.756  0.324
H -15.823 7.717 -7.343  0.199
H -15.019 8.796 -6.177  -0.014
H -15.607 7.144 -4.847  0.304
O -20.926 6.006 -2.089  -0.406
C -21.216 4.899 -1.216  -0.583
C -21.809 5.302 0.162  -0.239
O -22.989 6.164 -0.156  -0.583
H -21.703 6.121 -2.641  0.163
H -21.844 4.297 -1.872  0.296
H -20.254 4.435 -1.000  0.144
H -21.167 5.792 0.893  0.261
H -22.139 4.390 0.661  0.401
H -22.985 6.310 -1.105  0.277
O -21.724 5.020 -4.863  -0.243
C -22.149 3.703 -4.859  -0.662
C -23.667 3.554 -4.616  -0.333
O -24.070 2.249 -4.771  -0.546
H -21.897 5.463 -5.697  0.229
H -21.842 3.190 -5.771  0.356
H -21.528 3.275 -4.072  0.368
H -24.224 4.217 -5.279  0.317
H -23.814 3.826 -3.571  0.210
H -23.513 1.751 -4.168  0.317
O -18.433 9.478 -0.438  -0.454
C -19.409 8.681 0.175  -0.324
C -20.775 8.955 -0.442  -0.454
O -21.089 10.303 -0.135  -0.546
H -18.956 9.947 -1.092  0.306
H -19.220 7.630 -0.048  0.111
H -19.310 8.875 1.243  0.471
H -21.587 8.268 -0.207  0.322
H -20.622 9.027 -1.519  0.232
H -21.196 10.454 0.807  0.341
O -16.577 10.926 -7.867  -0.606
C -17.740 10.780 -7.111  0.136
C -17.840 11.915 -6.009  -0.443
O -17.307 11.553 -4.763  -0.550
H -15.761 10.866 -7.364  0.307
H -18.645 10.827 -7.717  0.249
H -17.760 9.781 -6.674  0.012
H -18.902 12.136 -5.905  0.181
H -17.355 12.826 -6.363  0.360
H -17.751 10.799 -4.366  0.216

Calculated values
* total charge: 0
* gap between HOMO and LUMO: 9.0 eV
* ΔE to the lowest compared entry with this formula, charge and spin: 438.8 kJ/mol
* LUMO energy: -0.06 eV
* SMILES: NC(N)=O.NC(N)=O.NC(N)=O.NC(N)=O.OCCO.OCCO.OCCO.OCCO.OCCO.OCCO
* maximum force: 0.15721 hartree/bohr
* HOMO energy: -9.05 eV

Record 5
Computed, not measured: a cluster of 2 separate species, CH6NO3S in total in a non-equilibrium geometry, with ωB97M-V with the def2-TZVPD basis set.

Last column: Mulliken charge in e.
Atoms and positions in Å:
C 1.543 0.495 -0.282  -0.152
N 1.352 -0.368 0.642  -0.252
O -1.221 -0.987 0.257  -0.200
O -2.227 -0.273 1.046  -0.319
O -0.217 0.882 -1.363  -0.555
S -1.090 -0.724 -1.273  0.406
H 1.616 1.620 -0.045  0.321
H 1.979 0.282 -1.208  0.283
H 1.083 -1.321 0.195  0.363
H 0.956 -0.048 1.570  0.323
H -3.007 -0.929 1.151  0.379
H -0.767 1.372 -0.689  0.404

Calculated values
* total charge: +1
* gap between HOMO and LUMO: 9.9 eV
* ΔE to the lowest compared entry with this formula, charge and spin: 60.1 kJ/mol
* LUMO energy: -4.47 eV
* maximum force: 0.08357 hartree/bohr
* HOMO energy: -14.35 eV